1.
The following is a DFT calculation (wB97M-V/def2-TZVPD) of 6 unconnected molecules or ions with the total composition C27H63N3O12 in a non-equilibrium geometry.

Geometry (Å):
1 C -23.059 7.037 4.721
2 C -24.075 7.117 3.466
3 N -23.535 6.780 2.061
4 C -23.111 5.285 1.933
5 C -24.562 7.082 0.910
6 C -25.964 6.406 1.120
7 C -22.266 7.629 1.703
8 C -21.564 7.627 0.268
9 O -22.504 7.954 -0.790
10 C -22.389 7.253 -2.039
11 H -22.677 6.057 5.007
12 H -23.476 7.537 5.595
13 H -22.113 7.484 4.416
14 H -24.413 8.153 3.492
15 H -24.963 6.500 3.603
16 H -22.350 5.199 2.709
17 H -22.625 5.113 0.972
18 H -23.952 4.651 2.212
19 H -24.223 6.785 -0.083
20 H -24.561 8.171 0.886
21 H -26.659 6.755 0.356
22 H -26.532 6.716 1.997
23 H -25.816 5.338 1.283
24 H -21.479 7.425 2.429
25 H -22.642 8.641 1.856
26 H -21.139 6.630 0.154
27 H -20.738 8.335 0.347
28 H -21.662 7.736 -2.692
29 H -23.384 7.398 -2.459
30 H -22.152 6.202 -1.877
31 C -17.473 7.008 0.840
32 C -16.045 6.631 0.236
33 N -15.733 5.160 0.173
34 C -15.488 4.766 1.655
35 C -16.926 4.311 -0.507
36 C -17.502 4.843 -1.821
37 C -14.454 4.858 -0.728
38 C -13.256 5.799 -0.577
39 O -12.712 5.863 0.710
40 C -11.680 4.904 1.003
41 H -17.601 6.710 1.880
42 H -18.299 6.636 0.233
43 H -17.726 8.068 0.815
44 H -15.111 6.985 0.672
45 H -16.111 6.721 -0.849
46 H -14.694 5.392 2.061
47 H -15.158 3.741 1.489
48 H -16.415 4.886 2.216
49 H -17.662 4.090 0.267
50 H -16.472 3.339 -0.701
51 H -17.522 4.116 -2.634
52 H -16.995 5.707 -2.250
53 H -18.437 5.266 -1.455
54 H -14.760 5.019 -1.762
55 H -14.242 3.796 -0.606
56 H -13.524 6.801 -0.913
57 H -12.472 5.372 -1.202
58 H -10.779 5.394 1.373
59 H -11.400 4.204 0.216
60 H -11.889 4.282 1.873
61 C -17.826 0.953 1.706
62 C -18.609 0.061 0.662
63 N -20.059 0.456 0.163
64 C -20.640 -0.664 -0.687
65 C -21.096 0.565 1.370
66 C -21.156 -0.592 2.395
67 C -19.977 1.806 -0.683
68 C -21.265 2.643 -0.848
69 O -21.262 3.693 -1.815
70 C -20.821 3.398 -3.053
71 H -16.861 0.495 1.922
72 H -18.436 0.928 2.609
73 H -17.667 1.998 1.441
74 H -18.820 -0.981 0.905
75 H -18.113 0.191 -0.300
76 H -20.743 -1.621 -0.176
77 H -20.064 -0.649 -1.613
78 H -21.702 -0.465 -0.834
79 H -22.018 0.923 0.912
80 H -20.496 1.368 1.797
81 H -20.182 -0.929 2.750
82 H -21.823 -1.343 1.972
83 H -21.551 -0.248 3.351
84 H -19.777 1.427 -1.685
85 H -19.214 2.360 -0.135
86 H -21.399 3.151 0.107
87 H -22.136 2.042 -1.108
88 H -21.577 2.781 -3.539
89 H -19.910 2.811 -2.945
90 H -20.684 4.288 -3.668
91 O -20.099 5.601 3.829
92 C -19.626 4.550 3.030
93 O -18.887 3.727 3.585
94 O -20.025 4.369 1.892
95 H -19.507 5.480 4.575
96 O -19.278 1.128 4.992
97 C -19.285 1.471 6.348
98 O -19.219 0.557 7.163
99 O -19.369 2.613 6.749
100 H -19.047 2.006 4.681
101 O -17.606 7.383 4.405
102 C -16.364 7.914 4.426
103 O -15.436 7.116 4.374
104 O -16.214 9.133 4.685
105 H -17.239 6.496 4.391

Energy, eV: -58045.4885
Net charge: +1
Frontier orbital gap (spin up / spin down), eV: 5.23 / 2.93
LUMO level (spin up / spin down), eV: -2.47 / -4.77
Multiplicity: 2
Highest occupied orbital energy (spin up / spin down), eV: -7.71 / -7.71
Expectation value of S²: 0.758

---

2.
The following is a DFT calculation (wB97M-V/def2-TZVPD) of C10H21N5O4 in the gas phase in a non-equilibrium geometry.

Geometry (Å):
1 C 2.951 0.621 -0.078
2 C 1.447 0.393 -0.048
3 C 3.668 -0.647 -0.343
4 C 3.333 -1.401 -1.601
5 C -0.865 1.251 -0.085
6 C -1.544 2.344 -0.905
7 C -1.271 1.311 1.386
8 C -2.365 0.288 1.868
9 C -1.980 -1.179 1.582
10 C -2.964 -1.367 -0.626
11 H 3.130 0.611 1.917
12 H 3.256 2.158 1.337
13 H 3.174 1.223 -1.024
14 H 3.391 -1.301 0.535
15 H 5.175 0.065 0.452
16 H 2.252 -1.384 -1.820
17 H 3.644 -2.416 -1.518
18 H 3.766 -0.864 -2.496
19 H 0.818 2.338 -0.771
20 H -1.077 0.270 -0.480
21 H -1.606 2.313 1.820
22 H -0.449 0.954 1.897
23 H -2.605 0.528 2.914
24 H -3.328 0.284 1.346
25 H -0.889 -1.241 1.246
26 H -1.893 -1.740 2.535
27 H -2.466 -2.806 0.579
28 H -4.482 -0.317 -0.140
29 H -2.898 -1.712 -2.597
30 H -1.556 -2.292 -1.845
31 H -3.121 1.105 -1.219
32 N 3.457 1.194 1.151
33 N 0.579 1.373 -0.392
34 N -2.827 -1.884 0.646
35 N -3.754 -0.370 -0.962
36 N -2.484 -2.043 -1.750
37 O 0.997 -0.633 0.414
38 O 5.128 -0.435 -0.407
39 O -0.952 3.382 -1.149
40 O -2.788 2.027 -1.368

Structure (SMILES): [H]/N=C(/N)NCCC[C@H](NC(=O)[C@@H](N)[C@@H](C)O)C(=O)O
Energy, eV: -26350.9580
Net charge: 0
Frontier orbital gap, eV: 10.01
LUMO level, eV: 0.47
Highest occupied orbital energy, eV: -9.54

---

3.
The following is a DFT calculation (wB97M-V/def2-TZVPD) of a molecular structure, C67H64N8O8TeW in a non-equilibrium geometry.

Geometry (Å):
1 W 1.210 0.164 0.196
2 O 2.116 4.590 3.432
3 C 3.142 3.762 3.706
4 C 4.225 4.289 4.410
5 C 5.296 3.487 4.749
6 C 5.316 2.140 4.394
7 C 4.260 1.622 3.670
8 C 3.171 2.415 3.309
9 C 2.134 1.845 2.427
10 O 2.371 0.746 1.778
11 N 1.049 2.516 2.247
12 N 0.274 1.926 1.253
13 C -0.761 2.641 0.944
14 C -1.770 2.261 0.025
15 C -2.761 3.163 -0.407
16 C -3.721 2.758 -1.294
17 C -3.714 1.420 -1.749
18 C -2.768 0.523 -1.331
19 C -1.755 0.935 -0.429
20 O -0.884 0.086 0.016
21 H 1.441 4.057 2.946
22 H 4.195 5.336 4.684
23 H 6.127 3.915 5.296
24 H 6.151 1.511 4.668
25 H 4.255 0.587 3.354
26 H -0.864 3.588 1.473
27 H -2.745 4.184 -0.039
28 H -4.474 3.451 -1.642
29 H -4.469 1.093 -2.452
30 H -2.765 -0.503 -1.675
31 C -6.373 2.511 -5.588
32 O -5.781 2.084 -6.793
33 C -4.863 1.061 -6.694
34 C -4.685 0.282 -5.558
35 C -3.686 -0.684 -5.522
36 C -2.851 -0.907 -6.622
37 C -3.115 -0.176 -7.787
38 C -4.085 0.809 -7.817
39 N -1.829 -1.866 -6.666
40 N -1.188 -2.209 -5.569
41 C -0.796 -1.319 -4.623
42 C -0.704 0.089 -4.755
43 C -0.228 0.886 -3.724
44 C 0.180 0.345 -2.515
45 O 0.639 1.113 -1.481
46 C 0.149 -1.020 -2.351
47 N 0.620 -1.508 -1.149
48 C 0.668 -2.814 -0.965
49 C 0.224 -3.721 -1.922
50 C -0.272 -3.253 -3.127
51 C -0.307 -1.886 -3.381
52 H -6.910 3.430 -5.815
53 H -5.617 2.713 -4.822
54 H -7.081 1.772 -5.199
55 H -5.316 0.419 -4.691
56 H -3.547 -1.281 -4.630
57 H -2.501 -0.368 -8.659
58 H -4.247 1.408 -8.705
59 H -0.973 0.549 -5.693
60 H -0.160 1.961 -3.848
61 H 1.104 -3.167 -0.045
62 H 0.277 -4.779 -1.706
63 H -0.622 -3.926 -3.898
64 C 4.411 0.753 -2.429
65 C 3.185 -0.120 -2.239
66 C 3.501 -1.572 -2.573
67 O 2.734 0.004 -0.903
68 H 4.749 0.682 -3.463
69 H 5.220 0.428 -1.770
70 H 4.182 1.795 -2.201
71 H 2.418 0.240 -2.924
72 H 4.207 -1.967 -1.838
73 H 3.943 -1.636 -3.569
74 H 2.613 -2.196 -2.554
75 C 4.840 6.269 -0.637
76 N 3.955 5.581 0.316
77 N 3.990 4.186 0.186
78 C 2.709 3.690 -0.054
79 O 2.449 2.517 -0.258
80 C 1.841 4.863 -0.012
81 C 2.613 5.939 0.194
82 C 2.229 7.374 0.292
83 C 5.130 3.466 0.630
84 C 5.203 2.087 0.448
85 C 6.351 1.412 0.833
86 C 7.429 2.083 1.390
87 C 7.326 3.447 1.616
88 C 6.178 4.137 1.254
89 H 5.831 5.831 -0.595
90 H 4.903 7.318 -0.358
91 H 4.459 6.182 -1.661
92 H 0.770 4.828 -0.122
93 H 1.149 7.453 0.391
94 H 2.532 7.935 -0.595
95 H 2.697 7.831 1.164
96 H 4.371 1.543 0.029
97 H 6.387 0.338 0.695
98 H 8.330 1.549 1.661
99 H 8.138 3.986 2.088
100 H 6.085 5.186 1.495
101 C -7.147 -6.169 -0.223
102 C -5.965 -5.355 0.235
103 C -6.114 -4.040 0.652
104 C -5.025 -3.262 1.029
105 C -5.281 -1.848 1.488
106 C -3.729 -3.808 0.995
107 Te -2.034 -2.508 1.243
108 N 0.405 -1.143 1.693
109 C 1.486 -1.848 1.736
110 O 2.415 -1.502 0.888
111 C 1.819 -2.971 2.662
112 C 3.168 -3.162 2.971
113 C 3.564 -4.220 3.773
114 C 2.616 -5.110 4.264
115 C 1.275 -4.918 3.968
116 C 0.874 -3.847 3.181
117 C -2.446 -2.339 3.321
118 C -2.728 -3.510 4.021
119 C -2.966 -3.492 5.388
120 C -2.914 -2.288 6.074
121 C -2.650 -1.118 5.378
122 C -2.421 -1.117 4.002
123 C -2.177 0.186 3.292
124 C -3.574 -5.151 0.622
125 C -2.244 -5.873 0.642
126 C -4.691 -5.899 0.249
127 H -8.025 -5.539 -0.364
128 H -7.401 -6.942 0.506
129 H -6.931 -6.669 -1.168
130 H -7.106 -3.599 0.670
131 H -6.318 -1.563 1.304
132 H -4.627 -1.141 0.974
133 H -5.079 -1.750 2.557
134 H 3.894 -2.473 2.560
135 H 4.612 -4.355 4.010
136 H 2.924 -5.948 4.876
137 H 0.531 -5.607 4.349
138 H -0.174 -3.697 2.965
139 H -2.773 -4.450 3.483
140 H -3.181 -4.416 5.911
141 H -3.088 -2.258 7.143
142 H -2.623 -0.173 5.909
143 H -2.259 1.029 3.980
144 H -2.896 0.318 2.477
145 H -1.186 0.190 2.840
146 H -1.410 -5.182 0.730
147 H -2.111 -6.468 -0.263
148 H -2.203 -6.558 1.494
149 H -4.552 -6.933 -0.052

Energy, eV: -107939.0850
Net charge: -1
Frontier orbital gap (spin up / spin down), eV: 4.12 / 5.01
LUMO level (spin up / spin down), eV: 1.31 / 1.31
Multiplicity: 2
Highest occupied orbital energy (spin up / spin down), eV: -2.81 / -3.70
Expectation value of S²: 0.809

---

4.
The following is a DFT calculation (wB97M-V/def2-TZVPD) of C14H17ClO2 in the gas phase in a non-equilibrium geometry.

Geometry (Å):
1 O 0.815 2.813 -1.616
2 Cl 2.347 -4.762 -2.005
3 O -2.022 2.420 1.993
4 C 0.255 2.336 -0.623
5 C -1.321 -0.482 1.189
6 C 0.305 0.898 -0.158
7 C -0.439 -1.556 0.967
8 C 1.191 -0.203 -0.317
9 C 0.764 -1.507 0.187
10 C -0.888 0.775 0.597
11 C -0.685 -2.852 1.768
12 C 2.508 -0.016 -1.011
13 C 1.025 -3.594 -1.425
14 C 1.571 -2.708 -0.215
15 C -1.573 4.139 -0.936
16 C -0.818 3.229 0.078
17 C -1.707 2.045 0.649
18 H -2.302 3.381 2.067
19 H -2.216 -0.655 1.871
20 H -1.655 -2.759 2.368
21 H -0.815 -3.703 1.090
22 H 0.189 -3.256 2.365
23 H 3.160 0.119 -0.247
24 H 2.528 0.893 -1.494
25 H 2.896 -0.801 -1.627
26 H 0.663 -2.916 -2.214
27 H 0.120 -4.092 -1.043
28 H 2.690 -2.488 -0.518
29 H 1.736 -3.339 0.682
30 H -1.096 5.163 -0.950
31 H -1.600 3.693 -1.953
32 H -2.655 4.178 -0.574
33 H -0.268 3.680 0.848
34 H -2.704 1.925 0.207

Structure (SMILES): Cc1cc2c(c(C)c1CCCl)C(=O)[C@@H](C)[C@@H]2O
Energy, eV: -31409.6601
Net charge: 0
Frontier orbital gap, eV: 9.39
LUMO level, eV: 0.33
Highest occupied orbital energy, eV: -9.07

---

5.
The following is a DFT calculation (wB97M-V/def2-TZVPD) of 2 unconnected molecules or ions with the total composition C10H13O2 in a non-equilibrium geometry.

Geometry (Å):
1 C 1.843 1.069 -0.665
2 C 1.492 2.528 -0.648
3 C 3.314 0.764 -0.288
4 O 3.981 -0.036 -0.972
5 O 3.807 1.418 0.691
6 H 1.113 0.496 -0.076
7 H 1.639 0.521 -1.607
8 H 1.736 2.972 0.318
9 H 0.427 2.845 -0.666
10 H 2.101 3.074 -1.347
11 C -2.683 -0.751 -1.456
12 C -0.222 -1.331 1.994
13 C -0.013 -2.111 0.844
14 C -1.324 -0.437 2.055
15 C -0.776 -1.828 -0.272
16 C -2.156 -0.296 0.962
17 C -1.837 -0.928 -0.219
18 H 0.408 -1.322 2.865
19 H 0.801 -2.820 0.921
20 H -1.337 0.015 3.052
21 H -0.506 -2.212 -1.249
22 H -3.037 0.360 1.088
23 H -2.542 -1.457 -2.299
24 H -2.478 0.266 -1.846
25 H -3.750 -0.800 -1.179

Energy, eV: -14672.9012
Net charge: -2
Frontier orbital gap (spin up / spin down), eV: 2.61 / 7.14
LUMO level (spin up / spin down), eV: 6.22 / 6.12
Multiplicity: 2
Highest occupied orbital energy (spin up / spin down), eV: 3.60 / -1.02
Expectation value of S²: 0.758

---

6.
The following is a DFT calculation (wB97M-V/def2-TZVPD) of a molecular structure, C42H54MnN4O2S3Si3 in a non-equilibrium geometry.

Geometry (Å):
1 Mn 0.316 -0.329 -0.206
2 C -1.334 -2.532 2.454
3 Si -0.458 -2.484 0.707
4 C -1.727 -3.533 -0.348
5 C 1.042 -3.693 0.989
6 C 0.921 -4.941 1.583
7 C 2.032 -5.725 1.848
8 C 3.291 -5.266 1.505
9 C 3.424 -4.032 0.892
10 C 2.316 -3.239 0.632
11 Si 2.431 -1.486 -0.175
12 C 3.018 -1.924 -2.007
13 C 4.065 -0.762 0.601
14 H -1.581 -3.553 2.723
15 H -2.254 -1.957 2.466
16 H -0.680 -2.136 3.222
17 H -1.820 -4.541 0.045
18 H -1.438 -3.610 -1.392
19 H -2.714 -3.083 -0.314
20 H -0.058 -5.308 1.857
21 H 1.918 -6.690 2.328
22 H 4.167 -5.866 1.718
23 H 4.409 -3.675 0.625
24 H 3.667 -2.794 -1.988
25 H 3.572 -1.101 -2.452
26 H 2.177 -2.156 -2.655
27 H 4.931 -1.346 0.303
28 H 4.005 -0.789 1.683
29 H 4.227 0.267 0.296
30 C 0.318 0.483 1.955
31 Si 0.453 2.299 2.375
32 C -1.180 3.066 1.705
33 N -1.436 2.701 0.323
34 C -2.855 2.727 -0.029
35 C -3.282 4.100 -0.547
36 C -2.608 4.349 -1.903
37 C -1.277 3.589 -1.964
38 C -0.655 3.539 -0.574
39 C 2.084 3.175 1.935
40 C 2.149 4.475 1.448
41 C 3.362 5.107 1.234
42 C 4.545 4.450 1.522
43 C 4.502 3.154 2.006
44 C 3.286 2.528 2.204
45 C 0.297 2.584 4.266
46 C -0.767 2.016 4.961
47 C -0.930 2.202 6.321
48 C -0.018 2.965 7.030
49 C 1.068 3.510 6.368
50 C 1.221 3.316 5.006
51 H -0.722 0.201 2.186
52 H 0.961 -0.103 2.620
53 H -1.254 4.158 1.853
54 H -1.967 2.621 2.316
55 H -3.442 2.438 0.846
56 H -3.040 1.972 -0.802
57 H -2.964 4.846 0.187
58 H -4.367 4.165 -0.631
59 H -2.429 5.419 -2.041
60 H -3.262 4.013 -2.714
61 H -0.593 4.091 -2.651
62 H -1.439 2.573 -2.327
63 H -0.592 4.577 -0.198
64 H 0.370 3.158 -0.601
65 H 1.236 5.011 1.233
66 H 3.383 6.117 0.847
67 H 5.493 4.952 1.375
68 H 5.422 2.632 2.236
69 H 3.262 1.520 2.587
70 H -1.482 1.411 4.422
71 H -1.770 1.752 6.833
72 H -0.151 3.130 8.091
73 H 1.797 4.091 6.917
74 H 2.076 3.743 4.502
75 S -6.673 -1.782 -1.811
76 C -5.112 -1.410 -2.185
77 S -4.024 -0.697 -0.998
78 C -2.725 -0.755 -2.238
79 N -3.139 -1.224 -3.362
80 N -4.444 -1.585 -3.358
81 C -4.902 -2.218 -4.524
82 C -6.253 -2.359 -4.829
83 C -6.634 -3.021 -5.980
84 C -5.688 -3.530 -6.852
85 C -4.342 -3.375 -6.558
86 C -3.945 -2.725 -5.407
87 S -1.168 -0.217 -1.962
88 H -7.006 -1.969 -4.167
89 H -7.686 -3.142 -6.190
90 H -5.999 -4.035 -7.755
91 H -3.593 -3.773 -7.228
92 H -2.901 -2.597 -5.168
93 O 3.423 1.998 -1.275
94 C 2.483 1.714 -1.968
95 O 1.359 1.167 -1.507
96 C 2.444 1.944 -3.489
97 N 1.185 1.438 -4.028
98 C 0.621 2.405 -4.968
99 C 1.712 3.456 -5.189
100 C 2.471 3.436 -3.863
101 H 3.329 1.451 -3.920
102 H 0.732 1.118 -2.289
103 H 1.269 0.511 -4.424
104 H -0.259 2.866 -4.508
105 H 0.304 1.928 -5.897
106 H 1.299 4.435 -5.427
107 H 2.380 3.154 -5.998
108 H 1.946 4.019 -3.106
109 H 3.487 3.817 -3.947

Energy, eV: -141947.6065
Net charge: -1
Frontier orbital gap (spin up / spin down), eV: 5.95 / 7.18
LUMO level (spin up / spin down), eV: 2.15 / 2.16
Multiplicity: 5
Highest occupied orbital energy (spin up / spin down), eV: -3.80 / -5.02
Expectation value of S²: 6.311

---

Look up the net charge of the fourth one.
0

---

net charge of number 1 (C27H63N3O12)?
+1

---

Which value of energy does entry 4 give?
-31409.6601 eV